DFT (ωB97M-V with the def2-TZVPD basis set) results for a molecular structure, C45H34Cl2N13O4Tl at a distorted geometry.

## Properties
relative energy (zero: lowest compared OMol25 entry of this formula, charge and spin): 19.606 eV
E_HOMO: -11.43 eV
2S+1: 1
LUMO energy: -0.233 Eh
net charge: +2
max |F|: 4.2 eV/Å

Structure (XYZ):
```
99
Properties=species:S:1:pos:R:3:lowdin_charge:R:1
Tl 1.41354 -0.63960 -0.03991 1.11
N 1.94040 -3.49310 2.07743 0.21
C 3.03632 -2.71930 2.12141 -0.41
N 4.06662 -3.17165 2.81467 0.20
C 5.13140 -2.37029 2.85799 -0.41
N 6.20324 -2.78144 3.52424 0.21
N 5.19603 -1.14560 2.27753 0.20
C 4.13382 -0.79517 1.60293 -0.27
N 3.03295 -1.54315 1.44095 0.10
C 4.16869 0.56400 0.97658 -0.19
C 5.23996 1.40521 1.22529 0.03
C 5.25665 2.65992 0.63452 0.00
C 4.20410 3.03102 -0.18363 -0.01
C 3.16312 2.13818 -0.37741 -0.11
N 3.14961 0.93355 0.19279 0.03
H 1.94225 -4.31418 2.66085 0.13
H 1.05098 -3.12772 1.78601 0.07
H 6.18930 -3.67109 3.99274 0.13
H 7.01298 -2.18926 3.58343 0.12
H 6.03313 1.06680 1.87350 0.12
H 6.08128 3.33623 0.81502 0.13
H 4.17503 3.99763 -0.66603 0.12
H 2.30427 2.38840 -0.98408 0.10
C -2.19331 -5.64232 -0.18271 -0.04
C -1.22741 -5.99128 -1.12313 -0.05
C -0.15842 -5.15446 -1.36959 -0.01
C -0.05891 -3.94858 -0.66959 -0.24
C -1.03205 -3.58426 0.25160 -0.03
C -2.09518 -4.44070 0.49896 -0.07
N 1.06179 -3.07128 -0.86056 0.05
N 1.97479 -3.58444 -1.51681 0.11
C 3.13285 -2.82396 -1.82228 -0.31
C 4.14936 -3.53603 -2.43713 0.04
C 5.28144 -2.84853 -2.84481 -0.01
C 5.33585 -1.48041 -2.63743 0.00
C 4.27123 -0.85444 -2.00727 -0.09
N 3.18982 -1.51546 -1.59206 0.04
H -3.02475 -6.30746 0.00815 0.12
H -1.31199 -6.92319 -1.66500 0.12
H 0.58980 -5.42193 -2.09988 0.11
H -0.97840 -2.63196 0.75660 0.07
H -2.85006 -4.16287 1.22234 0.10
H 4.02784 -4.59912 -2.58794 0.13
H 6.09443 -3.36820 -3.33315 0.13
H 6.18257 -0.89402 -2.96465 0.12
H 4.28276 0.21386 -1.84282 0.11
O -1.69785 3.35247 -5.35558 0.09
N -2.36636 3.46864 -4.35047 -0.34
O -3.27122 4.25323 -4.20487 0.11
C -2.05158 2.59222 -3.16202 -0.08
C -2.69886 3.05715 -2.09712 -0.04
C -2.17085 1.86351 -0.45262 -0.13
C -2.48591 4.30757 0.30773 -0.23
C -1.20726 4.09486 0.86537 -0.11
C -0.13691 3.22483 0.77631 -0.14
N 0.15132 2.22476 -0.11036 0.09
C -0.81653 1.68531 -0.80525 -0.33
C -0.47931 1.07209 -2.08467 -0.13
N 0.49815 0.13472 -2.09127 0.06
C 0.89285 -0.39113 -3.24516 -0.10
C 0.34584 -0.00839 -4.46224 0.00
C -0.63651 0.95243 -4.47134 0.05
C -1.08392 1.51370 -3.26127 -0.06
H -4.20366 4.00656 -0.91190 0.08
H -3.03238 5.23387 0.42156 0.10
H -0.98058 4.90476 1.55525 0.12
H 0.69641 3.46450 1.42566 0.11
H 1.64714 -1.15932 -3.19529 0.09
H 0.68458 -0.46283 -5.38140 0.12
H -1.05818 1.27719 -5.40679 0.12
Cl -4.83846 -1.93184 0.09219 0.74
C -5.25857 -0.28265 -0.23636 -0.57
C -6.30878 0.03210 -1.08996 -0.07
C -6.64753 1.35825 -1.34236 -0.05
C -5.83934 2.36624 -0.82706 -0.06
C -4.69173 2.00445 -0.15594 -0.26
Cl -3.25340 3.06534 -0.55030 1.00
C -4.56913 0.72811 0.43535 -0.28
N -3.73143 0.49980 1.48424 0.12
C -3.30977 1.47469 2.42730 -0.18
C -4.13312 2.57431 2.68801 -0.03
C -3.79035 3.52056 3.63128 -0.06
C -2.62137 3.37634 4.36379 -0.06
C -1.83128 2.26789 4.14140 -0.03
C -2.14838 1.29986 3.18402 -0.14
C -1.23777 0.09055 3.14068 -0.02
C -0.32277 -0.08320 1.94939 -0.61
O -0.72378 -0.63013 0.86828 -0.09
O 0.88068 0.23904 2.06564 -0.03
H -6.86503 -0.76991 -1.55568 0.12
H -7.51012 1.59662 -1.94632 0.12
H -5.96079 3.39586 -1.16056 0.12
H -3.42181 -0.45085 1.61717 0.10
H -5.07213 2.67205 2.16351 0.12
H -4.45115 4.35846 3.80966 0.12
H -2.34873 4.09802 5.12125 0.11
H -0.93335 2.13165 4.73164 0.12
H -1.80586 -0.83604 3.27254 0.14
H -0.56289 0.18338 3.98732 0.12
```